1.
DFT (ωB97M-V/def2-TZVPD) results for C4H8N2S in the gas phase.

Element x y z (Å)
N  -2.653  0.270  0.188
C  1.020  -0.048  -0.548
H  -0.725  -0.588  -1.727
C  1.740  -0.538  0.700
N  -0.704  1.406  0.557
H  1.803  -1.605  0.742
C  -0.429  -0.574  -0.666
H  -0.614  -1.578  -0.275
S  0.716  1.790  -0.330
H  -1.314  2.178  0.788
H  -2.977  -0.512  -0.384
C  -1.389  0.342  0.011
H  1.155  -0.267  1.568
H  2.778  -0.151  0.824
H  1.593  -0.126  -1.447

Calculated values
spin multiplicity = 1
electronic energy = -664.8925 Ha

***

2.
DFT (ωB97M-V/def2-TZVPD) results for C4H8N2S in the gas phase.

Element x y z (Å)
C  -1.537  -1.790  0.615
H  -0.979  -2.050  -0.291
N  -0.984  -1.167  1.499
C  1.486  -0.833  0.729
S  -0.250  0.391  -1.334
H  1.445  -1.561  -0.040
H  0.472  -0.006  2.546
H  0.952  2.452  -2.219
H  -1.029  2.235  -2.422
H  2.474  -0.801  1.077
H  -0.318  2.993  -1.084
N  0.817  0.397  0.573
C  0.256  -0.544  1.508
H  -2.666  -1.920  0.678
C  -0.139  2.206  -1.834

Calculated values
spin multiplicity = 1
electronic energy = -664.7297 Ha

***

3.
DFT (ωB97M-V/def2-TZVPD) results for a molecular structure, C4H8N2S.

Element x y z (Å)
C  2.305  0.205  1.294
N  1.024  -0.094  -0.737
H  3.148  0.248  0.688
S  -1.730  -0.362  0.859
H  -1.741  0.634  -0.546
H  2.187  -0.664  1.928
H  -0.262  0.604  2.202
C  1.026  0.166  0.555
C  -0.438  -0.308  -2.788
C  0.041  0.354  -1.688
H  2.491  1.043  1.995
N  -0.200  0.266  1.307
H  -1.053  0.112  -3.722
H  0.051  -1.244  -3.092
H  -0.507  1.353  -1.433

Calculated values
spin multiplicity = 1
electronic energy = -664.7691 Ha

***

4.
DFT (ωB97M-V/def2-TZVPD) results for C4H8N2S in the gas phase.

Element x y z (Å)
H  -1.596  -1.957  0.620
H  -1.632  -1.572  -1.064
H  0.529  2.290  -0.263
H  -1.843  1.306  1.544
C  -0.954  -1.861  -0.265
C  0.247  -0.943  -0.209
H  -0.641  -2.881  -0.491
N  -0.200  0.356  0.184
C  1.017  -0.621  -1.599
C  0.550  1.264  -0.545
N  1.283  0.805  -1.565
H  2.013  -1.080  -1.617
H  0.478  -0.902  -2.476
S  -0.689  0.690  1.791
H  0.971  -1.408  0.471

Calculated values
spin multiplicity = 1
electronic energy = -664.8680 Ha

***

5.
DFT (ωB97M-V/def2-TZVPD) results for C4H8N2S in the gas phase.

Element x y z (Å)
H  -2.508  -1.377  0.618
N  -1.027  0.998  0.338
C  1.617  -0.198  0.391
H  3.557  0.477  0.023
C  -0.765  -0.390  0.003
H  -2.626  -0.966  -1.182
C  2.764  -0.136  -0.383
H  0.446  2.856  0.659
H  1.365  0.245  1.439
N  0.429  -0.854  0.046
S  -0.339  2.418  -0.303
H  -2.070  1.011  0.778
H  -1.526  -2.339  -0.518
C  -1.911  -1.348  -0.363
H  2.594  -0.396  -1.546

Calculated values
spin multiplicity = 1
electronic energy = -664.8060 Ha

***

6.
DFT (ωB97M-V/def2-TZVPD) results for C4H8N2S in the gas phase.

Element x y z (Å)
C  1.780  0.067  -0.099
S  -2.708  0.059  0.383
C  1.698  1.382  -0.461
C  2.866  -0.389  0.818
H  2.307  2.106  0.043
N  -1.077  0.245  -0.054
H  0.928  1.817  -1.062
H  2.463  -0.458  1.875
H  3.218  -1.381  0.499
H  -3.299  0.663  -0.714
H  3.635  0.362  0.742
H  -0.904  -1.672  -0.941
C  -0.329  -0.804  -0.611
H  -0.450  0.963  0.385
N  0.983  -0.941  -0.638

Calculated values
spin multiplicity = 1
electronic energy = -664.8551 Ha

***

7.
DFT (ωB97M-V/def2-TZVPD) results for 2 unconnected molecules or ions with the total composition C4H8N2S.

Element x y z (Å)
C  0.574  0.483  -0.169
H  -2.989  -2.323  -1.383
C  -3.481  -0.610  -0.401
S  -3.901  0.718  0.380
N  -0.738  -0.040  -0.652
C  -0.738  1.161  0.099
H  1.470  0.578  1.971
H  -0.942  2.039  -0.425
C  1.309  -0.186  1.038
H  -0.932  0.002  -1.670
H  1.177  1.042  -0.822
H  0.607  -1.061  1.244
H  2.303  -0.657  0.810
N  -3.601  -1.709  -0.918
H  -1.154  1.237  1.071

Calculated values
spin multiplicity = 1
electronic energy = -664.8201 Ha

***

8.
DFT (ωB97M-V/def2-TZVPD) results for C4H8N2S in the gas phase.

Element x y z (Å)
H  -3.100  1.988  -0.580
C  0.526  -0.308  0.143
H  -1.764  2.543  0.179
C  -1.622  0.549  -0.231
H  1.619  -0.330  2.122
H  -0.243  -1.498  -1.554
H  1.692  -1.141  -1.203
N  -0.303  0.607  0.262
C  0.675  -1.338  -0.868
S  -2.427  -0.869  -0.267
H  2.560  -0.644  0.511
H  1.997  1.040  1.169
H  0.830  -2.326  -0.465
C  1.744  -0.052  1.045
N  -2.183  1.778  -0.264

Calculated values
spin multiplicity = 1
electronic energy = -664.8742 Ha

***

9.
DFT (ωB97M-V/def2-TZVPD) results for C4H8N2S in the gas phase.

Element x y z (Å)
H  -0.599  -1.393  0.808
H  1.176  -0.472  2.922
H  1.057  1.709  -0.718
C  0.906  -1.237  2.068
C  0.172  0.061  -1.767
H  1.117  -0.483  -2.003
C  -1.081  1.285  -0.017
S  1.377  -2.938  2.000
H  -1.690  0.546  -0.755
C  0.177  1.023  -0.592
N  0.077  0.631  0.773
H  -0.393  0.765  -2.597
H  -1.748  2.102  0.467
H  -0.581  -0.851  -1.659
N  0.032  -0.747  1.070

Calculated values
spin multiplicity = 1
electronic energy = -664.7275 Ha

***

10.
DFT (ωB97M-V/def2-TZVPD) results for C4H8N2S in the gas phase.

Element x y z (Å)
C  -1.809  -0.747  0.691
C  -1.089  -1.078  -0.421
C  1.412  -0.370  0.013
H  -1.132  -0.189  1.543
H  -2.877  -0.839  0.483
N  0.259  1.428  -0.729
N  0.357  -1.113  -0.510
C  0.876  0.960  0.468
H  0.544  2.445  -0.891
S  2.898  -0.762  0.070
H  0.374  1.043  1.352
H  -0.696  1.328  -0.579
H  0.798  -1.958  -0.921
H  1.747  1.519  0.636
H  -1.661  -1.665  -1.205

Calculated values
spin multiplicity = 1
electronic energy = -664.8126 Ha

***

11.
DFT (ωB97M-V/def2-TZVPD) results for 2 unconnected molecules or ions with the total composition C4H8N2S2.

Element x y z (Å)
H  2.195  -2.121  0.190
C  -0.648  0.860  -1.393
S  1.351  -1.736  -0.770
H  -1.009  -1.361  -1.444
C  0.228  -0.840  0.188
N  1.170  1.485  0.000
H  1.521  2.318  0.410
C  -1.000  -0.502  -0.663
H  -1.325  1.339  -2.221
H  1.506  0.181  1.810
N  0.346  1.664  -1.073
H  -0.247  -1.710  0.770
S  -2.722  -0.584  -0.144
H  -2.030  -0.141  1.804
H  -0.028  0.859  1.605
C  0.693  0.289  0.930

Calculated values
spin multiplicity = 1
electronic energy = -1062.8836 Ha

***

12.
DFT (ωB97M-V/def2-TZVPD) results for a molecular structure, C4H8N2S2.

Element x y z (Å)
C  1.312  1.792  0.052
S  -0.911  0.180  -1.094
C  -1.934  -1.022  -0.252
H  -3.337  -2.380  -0.760
H  1.472  1.920  -1.032
H  1.560  -1.094  -0.198
N  -1.600  -1.415  0.896
H  1.060  2.762  0.493
S  2.666  0.902  0.849
H  -2.939  -1.215  -1.988
H  -0.278  0.872  1.173
H  1.161  -0.989  1.546
H  -2.083  -2.207  1.319
C  1.385  -0.425  0.640
C  0.324  0.627  0.284
N  -2.863  -1.561  -1.035

Calculated values
spin multiplicity = 1
electronic energy = -1063.0710 Ha

***

The lowest electronic energy belongs to which entry? number 12

***

Copy entry 9 word for word.
DFT (ωB97M-V/def2-TZVPD) results for C4H8N2S in the gas phase.

Element x y z (Å)
H  -0.599  -1.393  0.808
H  1.176  -0.472  2.922
H  1.057  1.709  -0.718
C  0.906  -1.237  2.068
C  0.172  0.061  -1.767
H  1.117  -0.483  -2.003
C  -1.081  1.285  -0.017
S  1.377  -2.938  2.000
H  -1.690  0.546  -0.755
C  0.177  1.023  -0.592
N  0.077  0.631  0.773
H  -0.393  0.765  -2.597
H  -1.748  2.102  0.467
H  -0.581  -0.851  -1.659
N  0.032  -0.747  1.070

Calculated values
spin multiplicity = 1
electronic energy = -664.7275 Ha

***

electronic energy of number 12 (C4H8N2S2)? -1063.0710 Ha

***

Which of these has the lowest electronic energy? number 12